{"formula": "C17H40N5O10P", "method": "the ωB97M-V functional and the def2-TZVPD basis", "smiles": "NCCO[C@H](CC(=O)O)P(=O)(O)O.CNC(C)=O.CNC(C)=O.CNC(C)=O.CNC(C)=O", "homo_energy_ev": -8.8697, "gap_ev": 9.2, "symbols": ["H", "N", "H", "C", "H", "H", "O", "C", "H", "H", "C", "N", "H", "C", "H", "O", "H", "H", "H", "C", "H", "O", "H", "C", "H", "H", "H", "H", "C", "H", "N", "C", "H", "H", "H", "C", "H", "C", "N", "H", "H", "C", "C", "O", "H", "H", "C", "O", "C", "O", "O", "H", "H", "H", "H", "H", "H", "H", "H", "C", "O", "H", "C", "O", "N", "P", "O", "H", "H", "H", "H", "C", "H"], "xyz": [[-0.7376, 5.1105, 0.9672], [5.4360, -1.6897, 1.3998], [-0.9148, 4.2657, 3.3471], [-6.7071, -5.3201, -1.4133], [-1.9871, 2.5198, -0.6002], [4.8118, -3.6089, 0.8664], [0.4344, 4.5669, -2.3981], [-3.7678, -2.7134, 0.1209], [-2.2898, 0.3192, 2.3337], [5.5200, 2.6254, -1.3394], [4.4224, -2.7228, 1.3570], [-3.6159, -1.3147, -0.2474], [8.1796, -2.8893, -0.0664], [-0.9322, 4.0561, 1.2163], [-4.8081, -3.0227, 0.0614], [-0.2661, 3.2281, 0.2752], [0.9206, 4.6383, -1.5639], [-8.1398, -6.8758, -0.9791], [-1.8412, -1.3351, 1.8778], [6.2436, 2.1574, 2.2483], [-3.9081, -1.0362, -1.1717], [2.0297, 2.2101, -1.0858], [6.3568, 2.3162, 3.3166], [-0.2930, 1.6184, -1.4915], [7.0986, -3.8626, 0.9473], [-0.3609, 0.8247, -0.7461], [6.5313, -3.2486, -0.6126], [4.1070, -2.9998, 2.3642], [1.1663, 1.8337, -1.8359], [-3.4114, -2.8707, 1.1341], [1.0805, 4.1840, 2.6731], [4.8766, 2.6413, 1.8298], [-7.2834, -7.0859, -2.5134], [-8.7005, -4.2105, -3.6990], [-9.5565, -3.9982, -2.1654], [-3.1249, -0.2962, 0.4891], [-3.1942, -3.3500, -0.5526], [7.1514, -3.0214, 0.2553], [-7.4971, -4.3746, -1.9843], [-2.1372, 5.2650, -0.6069], [-2.0191, 3.8898, 1.2098], [5.3525, 1.9050, -0.5361], [-2.6503, -0.6041, 1.8902], [-5.6568, -5.0163, -0.8690], [3.5450, -2.3826, 0.8044], [-7.1313, -3.4384, -1.9104], [-8.7628, -4.5550, -2.6657], [7.4556, -0.7794, 1.0236], [-0.3137, 3.7752, 2.5780], [4.0809, 3.1254, 2.6214], [-3.0674, 0.8395, 0.0295], [2.1809, 2.0356, -3.4226], [4.8547, 1.0314, -0.9626], [-9.0363, -5.6049, -2.6730], [5.1904, -0.8130, 1.8335], [1.2274, 5.0864, 2.2327], [-3.4620, -1.0014, 2.5002], [6.3167, 1.5892, -0.1488], [-6.4377, -7.3716, -0.9817], [-0.9811, 2.8450, -0.8857], [-1.7443, 3.7054, -3.3889], [1.6541, 3.5268, 2.1564], [-7.1786, -6.7545, -1.4798], [1.4190, 1.5187, -3.1266], [4.5482, 2.4847, 0.5186], [-1.0899, 4.1420, -2.1604], [-1.7459, 5.4277, -1.4711], [-0.8240, 1.3195, -2.3910], [-0.3353, 2.6950, 2.7303], [6.3646, 1.1003, 2.0144], [7.0319, 2.6955, 1.7207], [6.7074, -1.7383, 0.9213], [3.6153, 2.7882, 0.2802]], "forces_ev_per_angstrom": [[-0.1165, 0.0184, 0.0450], [-0.0112, 0.0187, 0.0054], [0.0193, -0.0207, 0.0468], [-0.0149, -0.0789, -0.0041], [-0.0234, 0.0778, -0.1930], [-0.0130, -0.0117, -0.0005], [-0.0190, 0.0348, 0.0349], [0.0320, 0.1659, -0.0276], [-0.0034, 0.0062, -0.0140], [0.0256, 0.0031, 0.0054], [0.0021, 0.0754, 0.0271], [0.0081, -0.0303, -0.0243], [-0.0017, 0.0154, 0.0072], [0.1066, 0.1153, -0.0182], [0.0256, -0.0418, 0.0300], [0.1298, 0.0817, -0.1279], [0.0478, 0.0521, 0.0221], [-0.0133, -0.0071, -0.0243], [-0.0189, -0.0229, 0.0146], [-0.0654, 0.0808, 0.0981], [-0.0001, 0.0029, 0.0068], [-0.0560, 0.1711, -0.1084], [-0.0425, 0.0153, -0.0033], [0.1027, -0.1308, 0.1503], [-0.0202, -0.0133, -0.0159], [0.0386, -0.0314, -0.0027], [-0.0103, -0.0222, 0.0112], [0.0117, -0.0300, -0.0028], [-0.0116, -0.1709, -0.1178], [0.0015, -0.0134, 0.0009], [-0.1764, -0.1112, -0.1052], [-0.0018, -0.1086, -0.2096], [-0.0285, -0.0034, 0.0025], [-0.0043, -0.0310, -0.0124], [-0.0162, -0.0280, 0.0092], [-0.0111, -0.0074, 0.0232], [-0.0018, -0.0388, 0.0277], [0.0350, 0.0293, 0.0106], [-0.0079, 0.0150, -0.0025], [-0.0845, 0.0031, -0.0193], [0.0377, -0.2145, 0.0007], [-0.0744, 0.0042, 0.0302], [0.0070, 0.0475, -0.0087], [-0.0675, 0.0153, -0.0438], [0.0036, -0.0212, -0.0244], [0.0055, -0.0070, 0.0014], [0.0469, 0.0650, 0.0155], [-0.0522, -0.0057, -0.0114], [0.1474, 0.0952, -0.3412], [-0.0024, 0.0011, -0.0449], [-0.0214, -0.0463, 0.0750], [0.2837, -0.2726, 0.1401], [0.0128, -0.0076, -0.0054], [-0.0146, -0.0004, -0.0080], [0.0019, -0.0016, -0.0055], [-0.0172, 0.0538, 0.1549], [0.0151, -0.0281, 0.0029], [0.0032, -0.0286, -0.0173], [0.0074, 0.0145, 0.0021], [-0.0907, -0.0699, 0.2174], [0.0047, 0.0157, -0.1189], [0.2399, 0.0504, 0.2081], [0.0402, 0.0009, 0.0226], [-0.3463, 0.3933, -0.0653], [0.0235, 0.0998, 0.1469], [0.0218, -0.0574, -0.1038], [0.0851, 0.0471, 0.1027], [-0.0751, -0.0398, 0.0304], [-0.2080, 0.0186, 0.1908], [0.1727, 0.0123, 0.0187], [0.0091, -0.0134, -0.0106], [-0.0102, -0.0412, -0.0472], [-0.0019, -0.1075, -0.0493]]}

---

{"formula": "C37H44AsLiNO2SSb", "method": "the ωB97M-V functional and the def2-TZVPD basis", "e_above_lowest_kcal_mol": 12.5, "homo_energy_ev": [-0.8203, -3.6394], "gap_ev": [3.2, 6.0], "total_charge": -1, "spin_multiplicity": 2, "symbols": ["H", "H", "C", "C", "C", "C", "C", "H", "C", "C", "H", "H", "Sb", "C", "H", "C", "As", "H", "H", "C", "H", "H", "C", "H", "C", "C", "C", "H", "C", "H", "H", "O", "H", "C", "H", "H", "C", "H", "N", "H", "H", "O", "H", "C", "C", "H", "C", "C", "H", "C", "C", "H", "C", "C", "H", "H", "H", "H", "H", "C", "C", "H", "C", "S", "H", "C", "H", "C", "H", "C", "H", "H", "H", "C", "H", "H", "H", "H", "H", "H", "H", "C", "H", "C", "Li", "C", "C", "C"], "xyz": [[5.2578, -0.1014, -0.2552], [1.1846, -1.6085, 0.9987], [-6.5685, -2.2721, -2.3070], [-2.9488, -0.6623, 4.1231], [-5.4439, -2.1982, -0.1506], [-1.4572, 3.1920, -1.1815], [-2.4871, -1.8634, 2.0974], [-3.2278, 0.2607, 4.6189], [-1.9032, 4.4797, -1.3078], [-5.3619, -2.0681, -2.9554], [-2.1293, -3.8728, 4.8136], [0.6340, -2.5746, -1.2657], [-2.2299, -1.8064, -0.0262], [3.2685, 1.7100, 1.0443], [-6.6106, -2.4875, 1.6222], [-1.1251, 5.6123, -0.8809], [2.7090, 0.1611, 0.0148], [3.0336, -3.2177, 0.8491], [0.8617, -3.7054, -2.6095], [-2.3584, -6.2192, -0.1349], [0.3127, -5.8690, -2.1728], [-3.6617, 0.4704, 1.0556], [-4.2224, -2.0038, -0.8062], [-1.0767, -7.6178, -1.1389], [-2.8363, -0.6663, 2.7333], [3.9181, 3.0073, -2.0886], [-6.5984, -2.3315, -0.9226], [1.8439, 1.3340, -1.9648], [-2.2225, -2.9991, 2.8544], [0.2765, -4.1845, 1.7733], [-2.8721, 4.6123, -1.7696], [0.5118, -2.3033, 1.1065], [7.1664, 1.3532, -3.3475], [2.2745, -3.9904, 0.9884], [-3.4589, -4.5992, 0.7182], [3.6446, 1.3377, 1.9988], [-4.2069, -1.9306, -2.2004], [4.9566, 4.8651, -2.2902], [-0.2023, 2.9940, -0.6184], [-2.1347, 1.0687, 1.6398], [1.3461, -3.2062, 2.7736], [0.2763, 1.7523, -0.3202], [-1.5001, 6.6199, -0.9873], [-0.5016, -5.5884, -1.5136], [-2.6049, -4.8727, 0.1079], [-5.3166, -1.9994, -4.0345], [5.0224, 3.7891, -2.3950], [-2.7066, -1.8022, 4.8726], [1.5519, 3.8021, 0.2036], [0.1245, 5.3535, -0.3326], [2.7818, 0.7900, -1.8558], [4.4315, -1.6416, -0.5837], [-0.7419, -4.2327, -1.2798], [6.2587, 1.8232, -2.9886], [-3.0023, -6.9764, 0.2951], [2.9946, 3.4711, -1.7600], [2.7325, -0.1206, -2.4583], [-4.9376, -3.0309, 1.7905], [-3.5920, 1.3435, 2.5818], [5.1524, 1.0427, -2.6802], [1.0752, -3.4420, 1.7380], [-7.4861, -2.3740, -2.8729], [-2.3346, -2.9772, 4.2399], [-2.4026, 1.7874, -1.7089], [-0.4774, -2.5635, -2.6312], [4.4485, -0.7611, 0.0606], [0.7703, 6.1604, -0.0022], [-3.0726, 0.6087, 1.9662], [2.7313, -4.8099, 1.5485], [6.1982, 3.2022, -2.8424], [-2.8023, -1.7684, 5.9512], [2.4036, 2.3454, 1.2189], [4.0606, 2.2626, 0.5382], [0.5892, 4.0685, -0.1971], [-7.5452, -2.4822, -0.4156], [5.2031, -0.0341, -2.8002], [7.0572, 3.8149, -3.0860], [-5.3029, -1.3213, 1.8182], [4.6339, -1.0865, 1.0856], [-1.9235, -3.9188, 2.3717], [-3.2725, -1.7411, -2.7211], [-1.7909, -3.8760, -0.4232], [1.9882, -4.3660, 0.0056], [-1.2883, -6.5742, -0.9390], [-0.8022, 0.4311, -0.7239], [3.9711, 1.6184, -2.2194], [0.1169, -3.2122, -1.9837], [-5.5785, -2.2664, 1.3491]], "forces_ev_per_angstrom": [[0.0090, -0.0230, 0.0227], [-0.0248, 0.0420, -0.0246], [0.0189, 0.0043, 0.0089], [-0.0060, 0.0618, -0.0827], [-0.0367, -0.0714, -0.0207], [0.0869, -0.3976, 0.0746], [0.0126, -0.0476, -0.0697], [0.0015, -0.0097, 0.0162], [-0.0262, 0.3467, -0.0242], [0.0095, -0.0031, 0.0480], [-0.0036, 0.0035, 0.0099], [-0.0070, 0.0089, -0.0053], [0.1464, -0.1934, 0.0571], [0.0135, 0.0322, 0.0722], [-0.0026, -0.0070, 0.0104], [-0.1580, -0.2875, -0.1071], [-0.0910, -0.1462, -0.0090], [-0.0046, 0.0223, 0.0315], [0.0098, -0.0029, 0.0108], [-0.0309, 0.1294, 0.0334], [0.0038, -0.0099, 0.0071], [-0.0273, -0.0435, 0.0191], [-0.0424, 0.1059, -0.0830], [-0.0012, 0.0024, 0.0018], [-0.0066, 0.0265, 0.0975], [0.0532, -0.0050, -0.0415], [-0.0043, -0.0070, 0.0264], [0.0356, 0.0456, -0.0388], [-0.0345, 0.0657, 0.1590], [0.0250, -0.0343, -0.0125], [0.0003, 0.0264, 0.0180], [-0.0169, -0.0864, 0.0496], [0.0019, -0.0011, -0.0023], [0.0913, -0.0628, -0.0017], [0.0093, 0.0110, 0.0123], [0.0066, 0.0348, 0.0052], [-0.0631, 0.0330, -0.0065], [0.0074, 0.0008, -0.0032], [0.1131, -0.0038, -0.0783], [0.0327, -0.0333, 0.0246], [0.0147, 0.0202, 0.0096], [0.0791, 0.0134, 0.1979], [-0.0150, 0.0150, -0.0076], [-0.0195, 0.1194, -0.0029], [0.0126, -0.1246, -0.0115], [-0.0021, 0.0005, -0.0042], [-0.0635, 0.0166, 0.0221], [-0.0076, -0.0067, 0.0752], [-0.0386, 0.0201, -0.0147], [0.1481, 0.0514, 0.0535], [0.0078, -0.0141, -0.0809], [-0.0033, -0.0013, -0.0078], [0.0800, -0.1599, -0.0521], [-0.0501, 0.0205, 0.0173], [0.0032, -0.0053, 0.0014], [-0.0184, 0.0175, 0.0377], [0.0192, 0.0110, -0.0191], [-0.0007, 0.0117, -0.0259], [0.0017, -0.0086, 0.0016], [0.0932, -0.0473, -0.0068], [-0.0301, 0.1030, -0.0081], [-0.0044, -0.0015, -0.0017], [0.0200, -0.0088, -0.1223], [0.3138, 0.1255, 0.1852], [-0.0308, -0.0150, 0.0142], [0.0776, 0.0284, 0.0388], [-0.0154, 0.0080, 0.0059], [-0.0132, 0.0499, -0.0230], [-0.0176, -0.0101, -0.0119], [0.0321, -0.0363, -0.0183], [0.0020, -0.0030, -0.0009], [0.0387, -0.0804, 0.0019], [-0.0063, 0.0105, -0.0035], [-0.2755, -0.0244, -0.1225], [-0.0073, 0.0000, -0.0096], [0.0021, 0.0080, -0.0157], [0.0021, 0.0022, 0.0049], [0.0021, 0.0059, -0.0027], [0.0353, -0.0212, -0.0068], [-0.0010, -0.0265, -0.0430], [0.0140, 0.0149, 0.0220], [-0.0617, 0.0886, -0.0020], [-0.0450, 0.0175, -0.0099], [0.0086, -0.0706, -0.0259], [-0.2012, 0.2921, -0.2744], [-0.1808, 0.0407, 0.0437], [0.0099, 0.0130, 0.0074], [-0.0094, 0.0132, -0.0103]]}